[1]
A cluster of 2 separate species, C2H12OSi3 in total. Source: OMol25; level of theory: ωB97M-V/def2-TZVPD.

Total charge = 0
LUMO energy (spin up / spin down) = -0.0141 / -0.0531 hartree
Energy above the lowest of the compared OMol25 structures with the same formula, charge and spin = 59.5 kcal/mol
HOMO (spin up / spin down) = -8.58 / -7.24 eV

Element x y z (Å)
C1 0.0520 -1.0093 -1.6371
C2 -0.3695 0.7122 0.9332
O1 -2.6119 -0.2229 -0.4933
Si1 -3.9595 -1.0818 -0.0885
Si2 4.3310 0.5814 0.0621
Si3 -1.1119 0.3557 -0.7773
H1 0.8580 -0.4207 -1.8868
H2 0.1862 -1.8497 -0.9979
H3 -0.4187 -1.2890 -2.5880
H4 0.1742 1.7557 0.9936
H5 -1.0500 0.5577 1.8478
H6 0.3577 -0.0660 1.0032
H7 -4.4543 -0.6439 1.1522
H8 -3.4964 -2.4206 0.0784
H9 -4.8315 -0.8619 -1.1799
H10 4.6012 -0.1412 -1.0381
H11 4.9508 2.0233 -0.1215
H12 5.1623 -0.0275 1.2186

Atomic charges from the natural (NBO) analysis, expressed in e, are listed below: C -1.0762; C -1.1631; O -1.2939; Si 1.2883; Si 0.5597; Si 1.4913; H 0.2200; H 0.2289; H 0.2326; H 0.2451; H 0.2485; H 0.2278; H -0.2198; H -0.2202; H -0.2101; H -0.2135; H -0.1710; H -0.1746

***

[2]
A cluster of 2 separate species, C2H12OSi3 in total. Source: OMol25; level of theory: ωB97M-V/def2-TZVPD.

Total charge = 0
LUMO energy = -0.0164 hartree
SMILES string = C[SiH](C)[SiH3].O=[SiH2]
Energy above the lowest of the compared OMol25 structures with the same formula, charge and spin = 25.3 kcal/mol
HOMO = -10.24 eV

Element x y z (Å)
C1 1.6855 1.8494 -0.6610
Si1 -0.1526 1.3327 -0.7706
C2 -0.7673 0.9653 0.9949
Si2 -0.4480 -0.5078 -2.1458
H1 2.3292 1.1531 -1.1926
H2 1.8531 2.8344 -1.0891
H3 2.0256 1.8819 0.3702
H4 -0.9192 2.5018 -1.2555
H5 -1.8201 0.6925 0.9984
H6 -0.2146 0.1492 1.4542
H7 -0.6550 1.8353 1.6402
H8 0.5708 -1.5444 -1.9229
H9 -1.7332 -1.1907 -1.9658
H10 -0.3594 -0.1805 -3.5720
O1 0.2924 -2.2778 3.5114
Si3 -0.3336 -2.9308 2.3085
H11 -1.6066 -3.6340 2.3222
H12 0.2531 -2.9295 0.9753

Atomic charges from the natural (NBO) analysis, expressed in e, are listed below: C -1.0692; Si 0.9146; C -1.0672; Si 0.3552; H 0.2360; H 0.2423; H 0.2422; H -0.1598; H 0.2331; H 0.2314; H 0.2447; H -0.1379; H -0.1368; H -0.1279; O -1.1304; Si 1.6120; H -0.2404; H -0.2417

***

[3]
A structure of composition C2H13AgN2O8. Source: OMol25; level of theory: ωB97M-V/def2-TZVPD.

Total charge = +1
Multiplicity = 2
LUMO energy (spin up / spin down) = -0.1826 / -0.2272 hartree
Energy above the lowest of the compared OMol25 structures with the same formula, charge and spin = 37.3 kcal/mol
HOMO (spin up / spin down) = -12.48 / -12.48 eV
Expectation value of S² = 0.759

Element x y z (Å)
Ag1 -1.0149 0.3366 -1.0257
O1 -4.8681 0.1574 3.0681
C1 -3.9659 0.1127 2.0816
O2 -3.5835 1.1988 1.5364
O3 -3.3955 -0.9018 1.6674
H1 -4.8785 1.1143 3.1442
O4 1.7359 -0.6780 -3.0522
H2 2.5630 -0.6884 -2.5703
H3 1.9938 -0.5885 -3.9696
O5 -1.3523 3.0008 -3.2208
H4 -1.4227 3.0336 -4.1749
H5 -1.2706 3.9166 -2.9546
O6 -2.9043 -1.1621 -3.7251
H6 -3.7749 -1.1658 -4.1230
H7 -2.3346 -1.5476 -4.3907
O7 1.7266 2.9889 -0.2014
H8 2.4341 3.4473 -0.6549
H9 1.9591 3.0457 0.7254
C2 2.4766 -1.6756 2.4561
O8 1.5899 -1.0668 1.8617
N1 2.6026 -2.9648 2.3869
N2 3.3244 -1.1533 3.3291
H10 1.9919 -3.3597 1.6861
H11 3.3915 -3.4372 2.8047
H12 3.0102 -0.2073 3.4915
H13 3.9664 -1.7560 3.8238

Atomic charges from the natural (NBO) analysis, expressed in e, are listed below: Ag 0.9863; O -0.6141; C 0.9164; O -0.4300; O -0.3702; H 0.5026; O -0.9598; H 0.4810; H 0.4811; O -0.9621; H 0.4821; H 0.4822; O -0.9598; H 0.4839; H 0.4777; O -0.9533; H 0.4779; H 0.4766; C 0.7590; O -0.7249; N -0.8167; N -0.8387; H 0.4095; H 0.3928; H 0.4169; H 0.4035

***

[4]
A structure of composition C2H13BN3Ti. Source: OMol25; level of theory: ωB97M-V/def2-TZVPD.

Total charge = -1
Multiplicity = 3
LUMO energy (spin up / spin down) = 0.1157 / 0.1141 hartree
Energy above the lowest of the compared OMol25 structures with the same formula, charge and spin = 0.0 kcal/mol
HOMO (spin up / spin down) = -0.74 / -4.39 eV
Expectation value of S² = 2.010

Element x y z (Å)
C1 2.1613 -1.2499 -0.5039
Ti1 0.2008 -1.1190 0.0496
N1 -1.7060 -1.1423 1.3930
N2 -0.6883 -1.2539 -1.9429
H1 -2.0751 -0.2051 1.5244
H2 0.2032 -2.1566 1.2895
H3 2.6013 -1.1556 0.5153
H4 2.6972 -0.6516 -1.2336
H5 2.1958 -2.3463 -0.7073
H6 -1.3160 -0.4629 -2.1130
H7 -1.2404 -2.1043 -2.0951
H8 -0.0031 -1.2274 -2.7233
H9 -2.4611 -1.7108 1.0238
H10 -1.5163 -1.5181 2.3412
B1 0.1845 3.5267 0.6238
C2 0.0600 2.0504 0.2826
N3 0.0072 0.8808 0.0725
H11 -0.9055 4.0912 0.6978
H12 0.8713 4.1050 -0.2065
H13 0.7294 3.6498 1.7122

Atomic charges from the natural (NBO) analysis, expressed in e, are listed below: C -1.2144; Ti 0.8102; N -1.0551; N -1.1055; H 0.3664; H -0.4377; H 0.1996; H 0.2010; H 0.2034; H 0.3703; H 0.3864; H 0.3630; H 0.3716; H 0.3875; B -0.6140; C 0.4011; N -0.6560; H 0.0015; H 0.0102; H 0.0106

***

[5]
A structure of composition C2H13BeFO5. Source: OMol25; level of theory: ωB97M-V/def2-TZVPD.

Total charge = 0
LUMO energy = -0.0170 hartree
HOMO = -9.07 eV

Element x y z (Å)
Be1 0.5899 -0.3470 0.1474
C1 -1.5281 2.0100 -0.8766
C2 -1.2491 1.4020 0.5134
O1 -0.8971 0.0390 0.3094
H1 -1.9651 3.0930 -0.8646
H2 -2.1191 1.2980 -1.4126
H3 -0.6051 2.2630 -1.2516
H4 -2.1791 1.3100 0.9934
H5 -0.3991 1.9000 1.1224
F1 1.1949 -1.0280 1.3474
O2 1.6689 0.8710 -0.4446
H6 2.5999 0.6640 -0.4936
H7 1.5409 1.1070 -1.3506
O3 0.4579 -1.5080 -1.1866
H8 -0.0431 -2.3410 -0.9556
H9 0.5179 -1.4590 -2.1346
O4 -2.7521 -1.0980 1.6604
H10 -2.1661 -1.5670 2.2994
H11 -2.1691 -0.3400 1.3014
O5 3.3459 -1.8950 0.1104
H12 3.3949 -2.8280 0.3594
H13 2.7609 -1.5460 0.8074

Atomic charges from the natural (NBO) analysis, expressed in e, are listed below: Be 1.7104; C -0.6323; C -0.0675; O -1.0919; H 0.2005; H 0.2224; H 0.1756; H 0.1606; H 0.1590; F -0.8755; O -0.9644; H 0.5192; H 0.4982; O -0.9940; H 0.5304; H 0.5067; O -0.9886; H 0.4600; H 0.4959; O -0.9914; H 0.4685; H 0.4983

***

[6]
A cluster of 4 separate species, C2H13N2O3 in total. Source: OMol25; level of theory: ωB97M-V/def2-TZVPD.

Total charge = +2
Multiplicity = 2
LUMO energy (spin up / spin down) = -0.3028 / -0.4400 hartree
Energy above the lowest of the compared OMol25 structures with the same formula, charge and spin = 17.9 kcal/mol
HOMO (spin up / spin down) = -15.92 / -15.92 eV
Expectation value of S² = 0.770

Element x y z (Å)
C1 0.7205 2.7705 -1.5195
C2 0.5718 1.4317 -1.2160
N1 0.0454 0.9911 0.0210
N2 1.2214 3.1867 -2.6723
H1 0.6158 3.5528 -0.7745
H2 0.9596 0.7324 -1.9508
H3 -0.2129 1.7028 0.7217
H4 -0.8864 0.4718 -0.0476
H5 0.6410 0.2665 0.4829
H6 1.5605 2.4826 -3.3275
H7 1.4422 4.1764 -2.8393
H8 -1.1581 -1.5903 -1.5017
H9 -1.0109 -1.9773 0.0475
O1 -1.2601 -1.2964 -0.5881
H10 0.7912 -1.4014 1.9987
H11 1.3697 -0.3508 2.9526
O2 0.8332 -0.4548 2.1802
H12 -1.8929 -4.4911 3.2798
H13 -2.4532 -5.4966 2.3898
O3 -1.8981 -4.7065 2.3631

Atomic charges from the natural (NBO) analysis, expressed in e, are listed below: C 0.0843; C 0.1517; N -0.7729; N -0.4874; H 0.2649; H 0.2530; H 0.4704; H 0.5277; H 0.5145; H 0.4433; H 0.4749; H 0.5126; H 0.5152; O -0.9918; H 0.5018; H 0.5207; O -0.9831; H 0.4678; H 0.4829; O -0.9503

***

Result set for energy: -1027.0050; -1027.0595; -942.0966; -1122.5142; -574.9310; -418.5323 Ha, one per record in the order listed.